(1)
Molecular formula: C26H55NO40S10
Method: DFT, ωB97M-V/def2-TZVPD

Calculated values
- highest occupied orbital energy (Ha) = -0.279
- lowest unoccupied orbital energy (eV) = 0.00

Cartesian coordinates (Å):
C -3.467 1.705 3.536
C -4.382 2.513 2.604
N -5.488 1.803 2.022
C -6.436 1.258 2.975
C -7.120 2.378 3.759
C -5.043 0.864 0.964
C -6.201 0.330 0.152
H -2.728 2.342 4.030
H -2.842 1.036 2.939
H -4.069 1.191 4.282
H -4.700 3.427 3.112
H -3.759 2.927 1.806
H -7.184 0.619 2.515
H -5.947 0.593 3.716
H -7.971 2.011 4.340
H -6.409 2.866 4.420
H -7.574 3.097 3.075
H -4.453 0.083 1.467
H -4.416 1.482 0.321
H -5.850 -0.470 -0.503
H -6.645 1.125 -0.446
H -7.000 -0.162 0.707
C 0.347 1.495 4.626
C -0.106 2.842 5.198
O 1.117 3.520 5.583
S 2.260 2.427 5.807
O 2.010 1.778 7.040
O 3.517 2.968 5.475
O 1.775 1.534 4.576
H -0.066 1.185 3.671
H 0.081 0.689 5.315
H -0.671 2.726 6.126
H -0.671 3.547 4.595
C 0.890 -0.365 -0.313
C 2.000 0.071 0.642
O 1.510 1.295 1.243
S 0.134 1.771 0.564
O 0.403 2.430 -0.662
O -0.710 2.300 1.564
O -0.265 0.254 0.239
H 0.685 -1.438 -0.286
H 0.970 -0.151 -1.372
H 2.958 0.297 0.188
H 2.113 -0.701 1.400
C -1.908 1.056 -4.905
C -0.938 1.593 -3.835
O -0.114 0.487 -3.486
S -0.040 -0.576 -4.672
O 0.069 -1.894 -4.189
O 0.894 -0.139 -5.644
O -1.522 -0.292 -5.137
H -1.854 1.674 -5.805
H -2.965 1.078 -4.651
H -1.461 2.000 -2.969
H -0.299 2.424 -4.142
C 1.542 -4.703 2.495
C 2.452 -4.395 1.331
O 1.573 -3.592 0.540
S 0.139 -4.296 0.458
O 0.177 -5.389 -0.444
O -0.845 -3.297 0.274
O 0.213 -4.796 1.980
H 1.540 -3.906 3.246
H 1.811 -5.554 3.123
H 2.761 -5.282 0.775
H 3.310 -3.815 1.655
C 7.866 -0.705 -1.413
C 7.048 -1.620 -2.330
O 6.206 -2.374 -1.473
S 6.342 -1.947 0.049
O 6.314 -3.104 0.862
O 5.402 -0.926 0.334
O 7.801 -1.326 -0.118
H 7.477 0.310 -1.324
H 8.889 -0.617 -1.767
H 7.693 -2.353 -2.813
H 6.406 -1.127 -3.055
C 0.349 5.675 -0.821
C -0.102 5.575 -2.259
O -1.514 5.809 -2.240
S -2.140 5.093 -0.939
O -2.519 3.758 -1.230
O -3.148 5.884 -0.349
O -0.794 5.213 -0.099
H 0.497 6.710 -0.509
H 1.250 5.092 -0.648
H 0.105 4.598 -2.699
H 0.359 6.302 -2.925
C 4.915 1.888 -3.889
C 3.413 2.122 -3.883
O 3.328 3.371 -3.192
S 4.255 3.266 -1.890
O 3.529 2.515 -0.933
O 4.756 4.531 -1.545
O 5.360 2.372 -2.599
H 5.393 2.531 -4.628
H 5.229 0.856 -3.981
H 2.926 1.336 -3.300
H 2.933 2.160 -4.851
C 2.485 -4.440 -3.363
C 3.937 -4.771 -3.044
O 4.680 -3.578 -3.268
S 3.700 -2.344 -3.707
O 4.347 -1.675 -4.760
O 3.154 -1.661 -2.599
O 2.616 -3.370 -4.289
H 1.906 -4.146 -2.491
H 2.017 -5.295 -3.841
H 4.298 -5.515 -3.758
H 4.136 -5.189 -2.058
C -2.042 -3.463 4.995
C -2.441 -2.054 5.446
O -1.669 -1.183 4.641
S -1.346 -1.798 3.200
O -0.014 -1.491 2.837
O -2.440 -1.642 2.320
O -1.426 -3.326 3.723
H -2.913 -4.106 4.880
H -1.354 -3.934 5.696
H -2.243 -1.933 6.507
H -3.499 -1.853 5.268
C -2.841 -3.182 -2.367
C -2.465 -1.719 -2.084
O -3.600 -0.884 -2.394
S -4.636 -1.732 -3.293
O -4.260 -1.679 -4.656
O -5.950 -1.388 -2.910
O -4.251 -3.112 -2.619
H -2.680 -3.901 -1.573
H -2.271 -3.480 -3.251
H -1.627 -1.431 -2.707
H -2.265 -1.474 -1.041

***

(2)
Molecular formula: C2H2F4O
Method: DFT, ωB97M-V/def2-TZVPD

Calculated values
- highest occupied orbital energy (Ha) = -0.453
- lowest unoccupied orbital energy (eV) = 0.44
- energy relative to the best compared isomer or geometry (same formula, charge and spin) (kJ/mol) = 409.58
- SMILES = FO[C@@H](F)C(F)F

Cartesian coordinates (Å):
F -2.122 -1.807 -0.357
O -1.585 -0.706 0.305
C -0.890 0.208 -0.430
F -1.622 1.245 -0.926
C 0.200 0.803 0.561
F -0.388 1.606 1.368
F 1.153 1.511 -0.142
H -0.509 -0.261 -1.237
H 0.746 -0.068 1.160

***

(3)
Molecular formula: C6H9ClNO
Method: DFT, ωB97M-V/def2-TZVPD

Calculated values
- charge = +1
- highest occupied orbital energy (alpha / beta) (Ha) = -0.431 / -0.506
- spin multiplicity = 3
- lowest unoccupied orbital energy (alpha / beta) (eV) = -5.52 / -5.94
- energy relative to the best compared isomer or geometry (same formula, charge and spin) (kJ/mol) = 114.22

Cartesian coordinates (Å):
C -2.753 1.399 -0.030
C -2.275 0.292 0.781
C -2.572 1.990 -1.168
C 0.051 -0.046 0.224
C 1.759 -1.397 -0.946
C 1.193 -0.918 0.464
N 2.292 0.095 0.968
O -1.040 -0.243 0.908
Cl -2.170 3.097 -2.198
H -3.771 1.781 0.190
H -2.847 0.005 1.729
H 1.874 -0.662 -1.668
H 2.661 -1.892 -0.645
H 1.049 -2.166 -1.377
H 0.917 -1.620 1.301
H 2.612 -0.164 1.923
H -0.049 0.380 -0.759
H 3.068 0.069 0.302

***

(4)
Molecular formula: C4H21NO8S
Method: DFT, ωB97M-V/def2-TZVPD

Calculated values
- highest occupied orbital energy (Ha) = -0.319
- lowest unoccupied orbital energy (eV) = -0.07
- energy relative to the best compared isomer or geometry (same formula, charge and spin) (kJ/mol) = 223.59
- SMILES = C[C@@H](CS)NC(=O)O.O.O.O.O.O.O

Cartesian coordinates (Å):
C 1.204 -1.244 1.305
C -0.184 -1.867 1.450
C -1.080 -0.650 1.708
S -0.899 0.266 3.233
N -0.396 -2.486 0.104
C -1.480 -2.336 -0.705
O -2.449 -1.658 -0.474
O -1.397 -3.291 -1.683
H 1.988 -1.796 0.783
H 1.265 -0.177 1.123
H 1.799 -1.171 2.244
H -0.367 -2.642 2.190
H -2.116 -0.984 1.792
H -1.118 0.078 0.906
H 0.193 0.980 2.923
H 0.401 -3.012 -0.189
H -2.267 -3.443 -2.065
O 2.882 -0.322 -0.944
H 3.239 0.144 -1.698
H 2.245 -1.025 -1.066
O -1.466 2.737 0.596
H -2.174 3.321 0.872
H -1.814 2.430 -0.246
O -2.946 2.932 -2.358
H -2.634 2.914 -3.265
H -3.228 2.042 -2.160
O 3.442 0.802 1.474
H 3.424 0.182 0.722
H 4.012 1.543 1.271
O 0.867 3.546 -0.484
H 0.750 2.589 -0.443
H 0.740 3.696 0.458
O 0.015 -0.808 -2.130
H -0.925 -0.711 -2.305
H 0.474 -0.579 -2.941